(1)
Molecular formula: C20H42N3O7S
Method: DFT, ωB97M-V with the def2-TZVPD basis set

The value obtained for the total energy is -1876.34391 a.u. The total charge is -1.

Last column: Mulliken charge in e.
Geometry (Å):
S1 0.46 -1.61 -4.69  1.3418
O1 -0.72 -0.41 0.09  -0.4711
O2 4.33 1.34 3.03  -0.4682
O3 1.03 -0.53 -3.91  -0.7473
O4 -0.04 -2.68 -3.83  -0.7598
O5 0.97 -3.50 2.95  -0.3026
O6 2.59 4.18 6.13  -0.3490
O7 1.41 -2.05 -5.70  -0.7696
N1 0.02 -3.44 0.13  -0.3283
N2 -4.74 -0.29 -4.90  0.2977
N3 2.34 3.73 3.20  -0.3567
C1 -1.33 0.45 -4.96  -0.1580
C2 -0.36 -0.48 1.45  -0.3651
C3 -4.67 -1.24 -5.87  -0.3128
C4 -0.22 -4.01 3.53  -0.7714
C5 1.33 3.44 4.20  -0.1510
C6 -6.56 -1.55 -4.63  -0.5488
C7 -3.86 0.84 -4.57  -0.6166
C8 3.52 5.25 6.07  -0.7369
C9 1.40 -3.58 0.57  -0.0490
C10 -2.67 1.02 -5.53  -0.9538
C11 2.97 1.33 2.59  -0.2273
C12 2.46 2.71 2.16  -0.7682
C13 -5.85 -0.49 -4.15  -0.4951
C14 1.48 -4.31 1.89  -0.8137
C15 0.17 -1.07 -0.82  0.1099
C16 4.51 1.61 4.40  -0.5868
C17 -5.78 -2.01 -5.73  -0.6688
C18 -0.14 -2.54 -1.03  -0.8020
C19 -0.99 -0.93 -5.55  -0.8147
C20 1.41 4.41 5.36  -0.8304
H1 1.49 2.59 1.67  0.4430
H2 -3.88 -1.31 -6.60  0.3977
H3 -0.54 1.17 -5.19  0.4568
H4 0.73 -0.52 1.58  0.0418
H5 1.36 5.45 5.01  0.4140
H6 5.42 1.09 4.72  0.2892
H7 0.05 -0.57 -1.78  0.0417
H8 4.67 2.68 4.57  0.1958
H9 4.34 5.01 6.75  0.2405
H10 -0.53 -3.07 0.90  0.1654
H11 0.56 4.24 6.03  0.3827
H12 -1.19 -2.62 -1.34  0.3301
H13 1.22 -0.90 -0.52  0.0508
H14 -6.06 0.16 -3.31  0.3650
H15 3.93 5.36 5.06  0.3150
H16 -0.47 -3.38 4.38  0.2295
H17 3.15 3.10 1.41  0.3463
H18 1.44 2.43 4.61  0.1873
H19 -2.88 0.67 -6.55  0.4247
H20 -1.38 0.41 -3.87  -0.0053
H21 -7.50 -1.93 -4.24  0.4069
H22 0.45 -2.92 -1.86  0.5081
H23 -0.82 -1.34 1.93  0.2332
H24 -0.07 -5.04 3.89  0.3430
H25 3.68 1.25 5.01  0.2738
H26 2.32 0.85 3.33  0.3112
H27 2.53 -4.51 2.12  0.3869
H28 0.34 3.51 3.74  0.3675
H29 -4.48 1.74 -4.67  0.3531
H30 1.88 -2.60 0.70  0.0580
H31 -0.73 0.42 1.95  0.2871
H32 3.06 6.19 6.39  0.3442
H33 -1.05 -3.99 2.82  0.3262
H34 -2.51 2.10 -5.61  0.3920
H35 -3.54 0.82 -3.53  0.4048
H36 3.24 3.83 3.66  0.1305
H37 -6.08 -2.85 -6.35  0.3917
H38 -0.67 -0.77 -6.58  0.3241
H39 -1.83 -1.62 -5.46  0.3000
H40 0.97 -5.28 1.84  0.4123
H41 2.95 0.69 1.71  0.2465
H42 1.96 -4.14 -0.19  0.3602

---

(2)
Molecular formula: C20H42N3OP2Ti
Method: DFT, ωB97M-V with the def2-TZVPD basis set

The value obtained for the total energy is -2558.39707 a.u. The expectation value of S² is 0.76. The total charge is +2. Its spin multiplicity is 2.

Last column: natural (NBO) charge in e.
Geometry (Å):
Ti1 0.07 -0.03 0.09  1.2651
P1 1.26 1.59 -1.41  0.9038
P2 -0.54 -2.27 0.95  0.9256
O1 -1.07 -0.90 -2.69  -0.4022
N1 1.93 -1.18 -0.39  -0.7002
N2 -1.91 2.31 0.75  -0.3066
N3 -1.69 0.97 0.81  -0.4447
C1 0.70 -3.32 0.10  -0.7322
C2 1.31 4.03 -0.01  -0.5900
C3 -3.75 1.47 1.57  -0.2963
C4 -3.13 2.65 1.20  0.0434
C5 0.13 -3.80 3.22  -0.6281
C6 -2.84 0.44 1.32  0.0279
C7 2.20 2.86 -0.45  -0.5109
C8 1.24 3.26 -3.70  -0.6189
C9 -2.98 -3.26 2.07  -0.6126
C10 0.37 2.31 -2.87  -0.5090
C11 2.45 -0.97 -1.77  -0.2132
C12 0.12 -2.36 2.67  -0.5163
C13 2.06 -2.63 0.05  -0.2191
C14 -0.67 -0.56 -1.64  0.3792
C15 3.50 3.36 -1.12  -0.6313
C16 -2.12 -3.21 0.80  -0.5256
C17 -0.95 2.96 -2.46  -0.6161
C18 -2.92 -2.67 -0.40  -0.6090
C19 -0.60 -1.36 3.60  -0.6138
C20 2.55 0.52 -2.15  -0.7462
H1 0.63 3.63 -4.54  0.2470
H2 2.58 -2.65 1.02  0.2286
H3 -0.80 3.92 -1.95  0.2167
H4 1.14 0.43 1.33  -0.4969
H5 -1.79 -4.23 0.56  0.2508
H6 3.59 4.45 -0.98  0.2445
H7 -0.31 -4.55 2.53  0.2072
H8 1.17 -4.11 3.41  0.2381
H9 -2.55 -3.92 2.83  0.2382
H10 -1.07 -0.52 3.06  0.2043
H11 4.38 2.91 -0.64  0.2356
H12 1.81 -1.53 -2.46  0.2119
H13 -0.41 -3.85 4.17  0.2414
H14 -1.20 2.96 0.43  0.4356
H15 2.71 -3.15 -0.68  0.2346
H16 -1.36 -1.87 4.20  0.2302
H17 1.08 4.69 -0.86  0.2236
H18 3.53 0.90 -1.84  0.2679
H19 -3.97 -3.66 1.81  0.2450
H20 3.55 3.16 -2.19  0.2193
H21 -3.48 3.67 1.22  0.2634
H22 0.33 -3.52 -0.92  0.2480
H23 -2.99 -1.57 -0.40  0.1956
H24 0.78 -4.28 0.64  0.2701
H25 -2.48 -2.97 -1.36  0.2263
H26 2.48 0.60 -3.24  0.2743
H27 -3.95 -3.06 -0.36  0.2498
H28 -4.73 1.34 1.99  0.2700
H29 1.57 4.13 -3.12  0.2181
H30 1.16 -2.01 2.56  0.2388
H31 2.48 2.30 0.46  0.2512
H32 -1.56 3.15 -3.35  0.2528
H33 -1.56 2.32 -1.80  0.1977
H34 -3.13 -2.26 2.52  0.1999
H35 0.38 3.70 0.46  0.1674
H36 3.45 -1.44 -1.83  0.2269
H37 2.53 -0.64 0.26  0.4242
H38 -2.95 -0.62 1.48  0.2392
H39 2.11 2.76 -4.12  0.2220
H40 0.13 1.42 -3.48  0.2384
H41 0.14 -0.92 4.29  0.2454
H42 1.85 4.62 0.74  0.2545

---

(3)
Molecular formula: C20H43B2BrF5INO16P4
Method: DFT, ωB97M-V with the def2-TZVPD basis set

The value obtained for the total energy is -6833.08658 a.u. The total charge is -1.

Last column: Mulliken charge in e.
Geometry (Å):
I1 -0.77 -1.28 1.60  -0.0947
Br1 0.18 2.24 0.43  -0.3381
P1 -0.44 -3.02 -3.55  0.8900
P2 1.51 0.71 -0.62  -0.3307
P3 5.78 -3.19 2.79  1.1003
P4 -0.86 6.79 2.39  0.9470
F1 -7.23 1.56 -2.83  -0.2988
F2 -5.92 1.20 -1.20  -0.2490
F3 -5.14 1.78 -3.15  -0.2661
F4 -7.09 -0.68 -3.69  -0.3846
F5 -6.17 -1.25 -1.82  -0.2831
O1 6.91 -4.32 3.06  -0.3733
O2 2.01 2.41 -3.38  -0.7291
O3 -0.54 5.38 2.64  -0.5498
O4 -1.10 -0.37 -1.68  -1.1300
O5 3.46 0.51 -3.23  -0.5888
O6 4.43 -3.59 3.21  -0.6502
O7 -1.26 -4.40 -3.87  -0.5644
O8 0.62 -1.89 -1.55  -0.1723
O9 -1.00 -2.00 -4.45  -0.7689
O10 2.18 -0.27 0.56  -0.1961
O11 -0.62 7.08 0.82  -0.2291
O12 1.10 -3.23 -3.91  -0.6177
O13 0.33 7.83 2.74  -0.3380
O14 6.30 -2.16 3.95  -0.2796
O15 5.91 -3.38 1.21  -0.2952
O16 -1.78 7.24 3.67  -0.2835
N1 1.41 -3.94 0.36  -0.3672
C1 -3.41 -0.64 -3.07  0.4769
C2 -0.55 -2.62 -1.72  0.6289
C3 -0.62 -4.81 1.41  -1.4211
C4 1.10 7.59 3.91  -0.6855
C5 -2.24 -1.49 0.05  -1.0712
C6 -3.68 -0.01 1.62  -1.6335
C7 -2.99 -1.86 -2.26  -2.1271
C8 6.82 -5.07 4.27  -0.7016
C9 0.18 -4.24 0.25  0.2648
C10 0.90 0.09 -3.33  -0.2636
C11 -3.24 -0.32 0.17  0.9302
C12 -2.59 8.42 3.54  -0.6850
C13 -1.67 6.70 -0.10  -0.6729
C14 -5.98 -0.47 -2.91  0.9708
C15 7.40 -1.29 3.63  -0.6774
C16 -4.79 -0.89 -3.73  -1.6107
C17 -1.70 -1.61 -1.42  0.6340
C18 -0.56 -4.04 -1.06  -1.1427
C19 -6.03 1.05 -2.51  0.7588
C20 5.42 -2.30 0.36  -0.6194
B1 0.37 -0.45 -1.86  1.5454
B2 2.14 1.02 -3.29  0.3904
H1 7.14 -6.09 4.05  0.2284
H2 -3.09 8.58 4.49  0.2393
H3 5.62 -2.57 -0.67  0.2469
H4 -4.92 -1.95 -3.94  0.4170
H5 5.95 -1.37 0.59  0.2682
H6 5.80 -5.08 4.66  0.3316
H7 -1.58 -4.41 -1.03  0.3586
H8 -0.03 -4.71 -1.75  0.5394
H9 7.63 -0.72 4.53  0.2427
H10 -2.72 0.57 -0.19  0.2254
H11 -3.41 0.26 -2.46  0.3120
H12 7.12 -0.60 2.83  0.2696
H13 1.64 -3.33 -3.11  0.4292
H14 2.10 0.17 1.42  0.2970
H15 0.07 0.67 -3.74  -0.0980
H16 -4.83 -0.31 -4.65  0.3413
H17 7.49 -4.65 5.02  0.2384
H18 -3.82 -2.18 -1.62  0.7531
H19 -3.04 0.71 2.11  0.3653
H20 -1.69 -4.76 1.18  0.3256
H21 -2.85 -2.67 -2.98  0.3997
H22 -0.48 -4.22 2.32  0.3733
H23 -2.70 -0.48 -3.88  0.4039
H24 8.28 -1.86 3.34  0.3178
H25 2.13 7.88 3.70  0.2291
H26 -2.60 7.22 0.14  0.2967
H27 -3.79 -0.94 2.18  0.3336
H28 -1.36 6.99 -1.09  0.2338
H29 -0.72 -4.90 -4.49  0.3591
H30 1.08 6.54 4.19  0.3452
H31 -4.68 0.42 1.55  0.4590
H32 4.35 -2.16 0.50  0.3330
H33 -3.35 8.29 2.77  0.2751
H34 0.73 8.20 4.74  0.2326
H35 -0.40 -5.87 1.55  0.3932
H36 1.08 -0.73 -4.02  0.1639
H37 1.71 -4.15 1.31  0.2009
H38 -4.16 -0.55 -0.37  -0.4224
H39 -1.83 5.62 -0.07  0.3178
H40 2.56 2.84 -2.72  0.2874
H41 3.85 0.86 -2.42  0.2737
H42 -2.79 -2.41 0.28  0.7005
H43 -1.98 9.29 3.30  0.3147

---

Number 1: largest force on an atom 1.970 eV Å⁻¹. Number 2: largest force on an atom 8.765 eV Å⁻¹. Number 3: largest force on an atom 5.337 eV Å⁻¹.